1.
Molecular formula: C4H28NO11
Method: DFT, the ωB97M-V functional and the def2-TZVPD basis

Properties
* frontier orbital gap: 11.38 eV
* E_HOMO: -13.76 eV

```
! wB97M-V def2-TZVPD RIJCOSX def2/J DEFGRID3
* xyz 1 1
O -2.33387 -0.21811 1.44587
O -2.23870 -1.05368 -2.52903
O -0.50615 -3.39288 -1.40814
O -1.92277 2.70265 -0.34817
O 0.37242 -0.44034 -2.63190
O -0.05857 0.18086 -0.51741
O -0.90605 -3.12364 1.83265
O 0.38877 3.87919 -0.91064
O -1.06385 -0.88494 3.64034
O -0.62397 1.95642 -2.69360
O 0.92341 2.19954 1.78676
N 0.89772 -1.03874 1.60281
C 2.36398 -1.04247 0.95782
C 2.72333 0.18181 0.10749
C 2.17895 -0.26831 -1.24759
C 0.72423 -0.14134 -1.43579
H 2.29815 -2.07385 0.44465
H -1.95559 -0.56089 3.58494
H -0.67331 -0.43808 -2.72492
H -1.24309 -3.93379 2.25124
H -2.18434 -0.43229 0.59877
H 0.00712 2.36076 1.70850
H 0.54769 -1.98759 1.32531
H 2.98421 -1.01805 1.93221
H -0.56574 4.30251 -0.73740
H 0.96195 4.59065 -1.17335
H 2.72389 -1.17046 -1.60113
H 2.77576 0.45457 -1.98632
H -0.08433 2.61607 -2.26337
H 0.43142 -0.23755 1.03101
H -1.55683 2.15377 -1.05215
H 1.30116 2.74039 1.02528
H 2.22246 1.01877 0.54550
H -1.91127 0.72440 1.20619
H -0.74334 -0.70546 4.49902
H -0.79230 -4.25332 -1.26045
H 3.71804 0.34516 -0.00471
H -1.67952 -1.77838 -2.47547
H -1.32025 -2.57498 2.68164
H -2.79232 -1.14086 -3.30084
H -0.37508 -3.04341 -0.53774
H 0.78779 -0.83373 2.53645
H -2.92071 2.71614 -0.44636
H -0.88048 2.66349 -3.45793
*
```

Here are the Mulliken charges for atoms 1 to 8, given in e: number 1, O, carries -0.656; number 2, O, carries -0.600; number 3, O, carries -0.609; number 4, O, carries -0.719; number 5, O, carries -0.535; number 6, O, carries -0.113; number 7, O, carries -0.649; number 8, O, carries -0.648

2.
Molecular formula: C4H29N2O10
Method: DFT, the ωB97M-V functional and the def2-TZVPD basis

Properties
* frontier orbital gap (spin up / spin down): 3.21 / 7.56 eV
* E_HOMO (spin up / spin down): -2.96 / -7.53 eV
* <S²>: 0.753

```
! wB97M-V def2-TZVPD RIJCOSX def2/J DEFGRID3
* xyz 0 2
O 0.90724 2.53428 3.55078
O 0.71277 -0.99149 -2.81167
O 1.21761 -3.50074 2.21151
O -1.27245 0.32372 -4.59233
O -1.28689 -2.71839 -1.76356
O 0.82163 -0.43585 4.15075
O -1.01930 3.20799 -4.26059
O -0.40222 3.03165 -1.57579
O -2.01824 1.53423 1.09847
O -1.57132 -1.63851 3.16742
N -1.84501 -1.03273 0.50056
N 2.01658 0.63770 -0.82295
C -0.68617 -0.21751 0.05204
C 1.83219 0.14708 0.55613
C -0.92736 1.20802 0.60380
C 0.62739 -0.77288 0.57787
H 0.98752 0.35175 3.61397
H -1.30712 -2.47877 3.59935
H 0.68549 -3.75226 1.45638
H -1.10217 -0.19655 -3.80717
H -0.65121 -0.08824 -1.03926
H -0.50161 3.08758 -2.55017
H -1.12211 -3.65487 -1.64727
H 1.87710 0.91825 1.31760
H 0.62841 -1.30783 1.53998
H -0.44254 2.46853 -4.44552
H 0.76434 -0.06788 5.02656
H 1.79178 2.88183 3.71673
H 2.94576 1.02798 -0.93029
H 1.18569 -0.28042 -2.33654
H 0.37056 3.29251 3.72354
H -2.70321 -0.47460 0.50625
H -1.58317 -1.36222 1.45432
H -0.44433 -2.26286 -2.00007
H 0.88836 -1.65215 -0.05590
H -1.09666 -1.06944 3.81647
H 2.65482 -0.57392 0.73407
H 1.42373 1.45719 -0.98208
H 1.48150 -2.59365 2.01238
H -0.07114 1.85044 0.43121
H -1.89071 2.80074 -4.27660
H -0.63417 3.85970 -1.12382
H 1.42085 -1.58920 -3.02526
H -0.69521 -0.08995 -5.21841
H -1.96703 -1.81822 -0.15289
*
```

Here are the Mulliken charges for atoms 1 to 8, given in e: number 1, O, carries -0.530; number 2, O, carries -0.595; number 3, O, carries -0.652; number 4, O, carries -0.693; number 5, O, carries -0.586; number 6, O, carries -0.688; number 7, O, carries -0.721; number 8, O, carries -0.562

3.
Molecular formula: C4H29N2O11S
Method: DFT, the ωB97M-V functional and the def2-TZVPD basis

Properties
* frontier orbital gap: 7.20 eV
* E_HOMO: -4.43 eV

```
! wB97M-V def2-TZVPD RIJCOSX def2/J DEFGRID3
* xyz -1 1
S 1.38455 1.00623 1.49969
O -0.72687 -1.39146 1.86516
O -3.73162 -0.96028 3.00720
O -0.15155 -3.35785 -1.39990
O -1.12886 3.34139 1.10954
O -1.34319 3.69163 -1.69498
O 2.45664 -1.38633 3.45103
O -1.51189 1.37076 3.06313
O 2.53287 -2.57051 0.25913
O 1.11604 3.05265 -2.93619
O -0.14628 -3.98819 1.42659
O -3.25629 0.53052 0.71360
N 1.26673 0.89373 -3.48745
N -0.23955 -0.89543 -2.95214
C 1.37749 1.91546 -2.55468
C 1.13276 -0.53358 -3.13850
C 0.79657 0.93943 -0.29504
C 1.87266 1.54817 -1.18517
H 2.25477 2.46153 -0.72936
H 1.75556 -1.07562 -3.86031
H -1.31483 3.34736 0.15691
H -0.13109 -0.66515 1.58384
H 0.66768 -3.55158 1.64874
H 0.84604 1.15932 -4.35939
H 3.26631 -3.16512 0.31468
H -2.81611 1.29190 1.05026
H -0.76470 -3.23752 1.42809
H 0.58903 -0.08995 -0.53709
H -3.87301 -0.79030 2.06426
H 1.70332 -1.36843 4.04648
H -1.59623 4.52996 -2.08528
H 2.28855 -2.09511 1.06182
H -1.51128 2.05313 2.36855
H -0.38488 -1.72383 -2.41470
H -0.41775 3.56665 -1.96007
H 2.36098 -0.57840 2.92977
H 0.60737 -3.41120 -0.79283
H -0.35399 -4.30347 -1.37934
H 2.73325 0.88216 -1.22367
H -0.55269 1.25996 3.15929
H -1.47832 -0.98619 2.29965
H -0.79324 -0.85671 -3.79242
H -2.86227 -0.15177 0.18948
H -3.36109 -0.09418 3.23690
H 1.64832 -0.64870 -2.19387
H -0.17481 3.41552 1.23817
H -0.03511 1.61935 -0.19957
*
```

Here are the Mulliken charges for atoms 1 to 8, given in e: number 1, S, carries -0.743; number 2, O, carries -0.383; number 3, O, carries -0.678; number 4, O, carries -0.630; number 5, O, carries -0.699; number 6, O, carries -0.657; number 7, O, carries -0.686; number 8, O, carries -0.621

4.
Molecular formula: C4H29NO13S
Method: DFT, the ωB97M-V functional and the def2-TZVPD basis

Properties
* frontier orbital gap: 6.12 eV
* E_HOMO: -1.27 eV

```
! wB97M-V def2-TZVPD RIJCOSX def2/J DEFGRID3
* xyz -2 1
S 1.98416 -4.50274 -0.16767
O -1.37455 1.86635 1.98008
O 3.04285 0.17617 -1.15711
O -3.75085 0.39035 1.70972
O -0.40531 -0.57185 0.92817
O 3.10416 1.62663 2.68453
O -4.45300 -1.26948 -1.84174
O 2.05436 2.86574 -0.82485
O 1.60964 -0.67248 2.85892
O 1.35201 -4.06011 -3.55036
O 0.56974 1.92190 -2.54541
O -3.93536 1.85672 -0.80844
O -0.56088 -0.35699 4.60190
O -1.04597 3.14926 -0.87787
N -0.17470 0.29165 -1.08042
C 0.74576 -1.98840 -0.67374
C 1.25571 -2.91788 0.41710
C 0.40404 0.53524 -2.38725
C 0.05373 -0.72156 -0.23366
H -0.32568 0.31468 -3.19209
H -3.67251 -0.95444 -1.37143
H 2.63071 0.84085 3.03641
H -4.26743 -0.90652 -2.71584
H 0.52428 -3.21094 1.17115
H 1.39865 2.49819 -1.66992
H -0.39772 3.69602 -0.42334
H 1.89073 -1.59183 2.88680
H 2.55843 3.57071 -1.17054
H -3.74769 -0.44390 2.16760
H 0.79929 -4.04441 -2.76512
H -1.28275 0.13223 4.19335
H -2.88766 0.82628 1.65111
H 1.62740 -1.70470 -1.24906
H 2.21707 -4.06461 -3.13481
H -4.39849 1.43314 -0.07731
H -0.01514 -0.59661 3.83215
H -1.05790 2.48638 1.30561
H -0.80234 1.09582 1.78664
H 0.92575 -0.77960 2.15313
H 2.57115 1.81752 1.90650
H 2.66716 1.04914 -0.94369
H 2.07026 -2.38125 0.91328
H -0.48306 2.78378 -1.64089
H -3.07609 2.19951 -0.54065
H 1.27317 -0.04287 -2.69045
H -0.79204 0.99001 -0.70323
H 3.49217 -0.13606 -0.36539
H 0.08472 -2.49506 -1.38188
*
```

Here are the Mulliken charges for atoms 1 to 8, given in e: number 1, S, carries -0.648; number 2, O, carries -0.738; number 3, O, carries -0.626; number 4, O, carries -0.688; number 5, O, carries -0.942; number 6, O, carries -0.709; number 7, O, carries -0.644; number 8, O, carries -0.743

5.
Molecular formula: C4H29O12
Method: DFT, the ωB97M-V functional and the def2-TZVPD basis

Properties
* frontier orbital gap: 9.48 eV
* E_HOMO: -6.69 eV

```
! wB97M-V def2-TZVPD RIJCOSX def2/J DEFGRID3
* xyz -1 1
O 1.61986 0.34524 0.71258
O 2.67327 -2.18285 -2.54693
O -2.34486 2.97195 2.50314
O -0.03202 1.20312 4.36001
O 2.10623 2.28399 2.59908
O 0.11854 -0.57977 2.36009
O -1.50861 -2.46751 2.00065
O 0.62802 2.76119 -3.14686
O -1.29944 -2.99146 -1.82902
O 2.42906 -2.06373 0.14663
O -2.96088 -1.22734 -0.69687
O 0.58532 -0.94927 -4.16666
C 1.19050 1.12199 -0.40482
C -0.30457 1.40194 -0.36894
C -1.12705 0.33130 -1.11147
C -2.56290 0.20401 -0.67770
H 1.54490 0.73766 -1.36457
H 3.01679 2.50483 2.35216
H 1.46991 -2.20316 0.24450
H -3.41099 0.67409 -1.16935
H 0.07978 -1.62295 -3.71210
H -0.69392 1.55075 0.63971
H 2.48294 -1.07025 0.13235
H 0.70923 -1.07994 2.93666
H -0.91594 -1.64828 2.28682
H 0.73827 1.77073 4.22526
H 0.83757 1.82232 -3.28412
H -2.03821 -2.36891 -1.57109
H -0.17815 0.70965 3.50668
H -0.42153 2.35395 -0.88909
H -0.88957 -2.96448 1.46587
H 0.10185 2.86788 -2.38017
H 1.62192 1.56786 2.13907
H -0.69387 -0.66908 -1.11211
H 1.46870 -0.97627 -3.78585
H -0.93267 0.48339 -2.18143
H -2.72820 0.49953 0.36677
H -1.47830 3.30636 2.79876
H 0.76239 0.00007 1.41195
H 2.63972 -2.04339 -1.56747
H -2.23706 2.02779 2.69085
H 2.45855 -3.12428 -2.55421
H -1.41972 -3.77364 -1.27669
H -2.77759 -1.59085 0.16412
H 1.67273 2.09586 -0.24621
*
```

Here are the Mulliken charges for atoms 1 to 8, given in e: number 1, O, carries -0.883; number 2, O, carries -0.725; number 3, O, carries -0.672; number 4, O, carries -0.700; number 5, O, carries -0.748; number 6, O, carries -0.807; number 7, O, carries -0.776; number 8, O, carries -0.648

6.
Molecular formula: C4H2Br2O2S
Method: DFT, the ωB97M-V functional and the def2-TZVPD basis

Properties
* frontier orbital gap (spin up / spin down): 6.05 / 6.05 eV
* E_HOMO (spin up / spin down): -8.90 / -8.90 eV

```
! wB97M-V def2-TZVPD RIJCOSX def2/J DEFGRID3
* xyz 0 1
Br 2.20439 -1.36757 -0.37034
Br -0.74890 2.39392 -0.56275
S -0.34791 -0.19642 -1.90988
O 0.30349 2.00676 2.02923
O -0.15695 -1.32072 -2.83326
C -0.29818 1.36238 1.12716
C 0.97812 0.01560 -0.62112
C -0.30779 -0.73345 -0.07193
C -0.60923 -0.02865 1.06221
H -0.60261 -1.80225 -0.01909
H -0.41443 -0.32961 2.16976
*
```

Here are the Mulliken charges for atoms 1 to 8, given in e: number 1, Br, carries -0.053; number 2, Br, carries -0.199; number 3, S, carries 0.645; number 4, O, carries -0.498; number 5, O, carries -0.511; number 6, C, carries 0.466; number 7, C, carries -0.428; number 8, C, carries -0.216

7.
Molecular formula: C4H2BrF6NO
Method: DFT, the ωB97M-V functional and the def2-TZVPD basis

Properties
* frontier orbital gap: 9.24 eV
* E_HOMO: -9.74 eV

```
! wB97M-V def2-TZVPD RIJCOSX def2/J DEFGRID3
* xyz 0 1
Br -1.15739 1.61453 1.33176
F -1.46349 -1.95979 -0.76540
F 0.30847 -2.28598 0.50595
F -1.54119 -1.69051 1.49003
F -2.05680 0.32768 -1.43550
F -0.66001 1.86548 -1.98371
F -0.00131 -0.14615 -2.16153
O 1.26450 0.52011 2.32363
N 1.07760 0.64737 0.06261
C -0.78413 0.66547 -1.36862
C -0.79789 -1.58514 0.34161
C 1.73099 0.63999 1.20910
C -0.32146 0.61539 -0.00467
H 1.55261 0.35048 -0.76665
H 2.84952 0.42106 1.22139
*
```

Here are the Mulliken charges for atoms 1 to 8, given in e: number 1, Br, carries 0.026; number 2, F, carries -0.219; number 3, F, carries -0.232; number 4, F, carries -0.226; number 5, F, carries -0.211; number 6, F, carries -0.271; number 7, F, carries -0.297; number 8, O, carries -0.464

Computed calculated total energy, in the same sequence as the records: -28608.039, -28071.245, -40960.139, -43564.588, -29190.643, -159188.570, -94063.240 eV.
Computed relative energy (zero: lowest compared OMol25 entry of this formula, charge and spin), in the same sequence as the records: 373.85, 0.00, 0.00, 0.00, 0.00, 479.09, 203.36 kJ/mol.